Below is 2 unconnected molecules or ions with the total composition C10H16 at a distorted geometry, with properties calculated with the ωB97M-V functional and the def2-TZVPD basis.

Computed properties:
* energy relative to the best compared isomer or geometry (same formula, charge and spin): 0.666 eV
* strongest force on any atom: 1.06 eV/A
* orbital gap: 0.3610 Eh
* total charge: 0
* LUMO level: 0.95 eV
* DFT total energy: -390.61138 Ha
* HOMO level: -8.8699 eV

Each line ends with the Mulliken charge.
Cartesian coordinates (Å):
C -0.37687 -2.96854 0.12953  -1.32
C -0.71006 2.04406 1.07945  0.57
C 0.71711 -2.80992 -2.07897  -1.39
C 0.53136 1.14909 -0.83461  -0.87
C -0.00574 -2.00962 -0.99623  0.50
C -2.00100 2.49636 1.69476  -1.35
C 1.68260 2.29945 0.91833  -0.53
C 1.72746 1.53989 -0.23895  -0.25
C -0.63607 1.30794 -0.10070  -0.16
C 0.49914 2.49580 1.61595  -0.31
H -1.53054 0.82076 -0.48036  0.27
H 0.02687 -3.53506 -2.52254  0.35
H 0.49229 2.97444 2.58828  0.33
H -2.90404 1.95060 1.42437  0.36
H 0.98892 -2.19889 -2.93975  0.37
H -2.18742 3.52012 1.37490  0.29
H 0.46772 -3.20508 0.78138  0.35
H -1.86903 2.46346 2.77473  0.35
H 0.60106 -1.20288 -0.61480  -0.05
H 2.68121 1.13938 -0.56136  0.35
H 1.53021 -3.40135 -1.66243  0.33
H -0.68276 -3.94255 -0.26667  0.32
H -0.90395 -1.56126 -1.42882  0.19
H 0.45757 0.62893 -1.77712  0.62
H 2.60536 2.68329 1.33785  0.35
H -1.20137 -2.67841 0.78380  0.34

Cartesian forces, eV/Å:
-0.261 -0.653 0.421
0.487 -0.181 -0.387
-0.715 -0.010 -0.404
0.050 -0.263 1.021
-0.212 -0.857 -0.013
0.089 -0.201 0.252
0.240 -0.354 0.816
-0.132 -0.011 -0.351
-0.726 0.332 -0.497
-0.321 0.156 -0.460
-0.138 0.375 -0.085
-0.099 -0.080 0.235
0.090 0.294 -0.133
0.240 -0.369 -0.090
0.587 0.114 0.198
0.047 0.184 0.187
0.122 0.223 -0.068
-0.335 0.217 0.133
0.178 0.038 0.074
0.041 0.554 -0.544
0.338 0.274 -0.158
-0.041 0.092 -0.197
-0.005 0.041 0.051
0.348 -0.144 0.004
0.036 -0.205 0.088
0.090 0.435 -0.091